Arrangement 1

Density functional theory data (wB97M-V/def2-TZVPD) for an isolated molecule of C4H2ClNO2.

molar mass: 131.52 g/mol
SMILES: O=c1ocncc1Cl
total charge: 0
HOMO level: -0.35612 hartree

Last column: Löwdin charge in e.
CARTESIAN COORDINATES (ANGSTROEM)
C 1.0285 -0.0714 0.0196  -0.56
C 0.3391 -1.2356 0.0041  -0.14
C -1.5832 -0.0156 -0.0301  -0.16
C 0.3853 1.2631 -0.0346  -0.50
H 0.8489 -2.2098 -0.0119  0.13
H -2.6526 0.0567 0.1238  0.14
N -1.0230 -1.1705 -0.0791  0.09
O -0.9931 1.1824 0.0700  0.12
O 0.9008 2.3026 -0.0642  0.17
Cl 2.7493 -0.1019 0.0023  0.72

Arrangement 2

Density functional theory data (wB97M-V/def2-TZVPD) for an isolated molecule of C4H2ClNO2.

molar mass: 131.52 g/mol
SMILES: O=Cc1cnoc1Cl
total charge: 0
HOMO level: -0.36584 hartree

Last column: Löwdin charge in e.
CARTESIAN COORDINATES (ANGSTROEM)
C -1.3337 0.1568 0.1416  -0.70
C 0.6201 1.1442 -0.0981  -0.11
C 0.0580 -0.1534 0.1486  -0.19
C 0.7962 -1.4302 0.1668  -0.16
H 1.7168 1.4739 -0.3676  0.18
H 0.2306 -2.3483 0.1888  0.10
N -0.1844 2.1635 -0.0222  0.15
O -1.4634 1.4232 0.0477  -0.04
O 2.0398 -1.3370 -0.1156  -0.01
Cl -2.4801 -1.0927 -0.0899  0.78

It is arrangement 1 that is most stable; the runner-up trails by 0.0914 hartree.

Arrangement 1

Density functional theory data (wB97M-V/def2-TZVPD) for a structure of composition C20H27NO6SSiW.

molar mass: 621.43 g/mol
total charge: +2
HOMO level: -0.52816 hartree

Last column: Löwdin charge in e.
CARTESIAN COORDINATES (ANGSTROEM)
W 0.1411 0.6776 -0.9435  1.80
O -0.9132 1.3964 -3.8278  0.15
C -0.8791 1.7582 -2.5459  -0.57
O -1.6555 1.1833 -1.6263  -0.13
C -0.3766 3.1529 -2.2645  -0.05
O 0.4145 2.9455 -1.0711  -0.24
C 1.8215 3.2510 -1.2340  -0.03
C 2.4925 2.1578 -2.0738  -0.54
O 3.5567 2.3004 -2.5815  0.19
O 1.7644 1.0384 -2.0510  -0.18
H -1.4998 0.6474 -3.9901  0.15
H 0.2347 3.5354 -3.0789  0.16
H -1.1741 3.8586 -2.0356  0.16
H 1.9588 4.2280 -1.6907  0.16
H 2.2565 3.2642 -0.2347  0.14
C 1.9230 -0.7597 0.4892  -0.17
Si 0.9651 0.1716 1.8531  0.47
C 0.1101 -1.0198 2.9913  -0.14
C 2.2401 1.2903 2.6067  -0.13
N -0.2464 1.1201 0.8581  -0.21
C -1.0010 2.1308 1.5374  -0.28
C -1.9046 2.9502 0.8538  -0.03
C -2.6626 3.8872 1.5295  -0.04
C -2.5501 4.0351 2.9049  -0.04
C -1.6823 3.2082 3.5997  -0.04
C -0.9224 2.2689 2.9270  -0.05
H 2.9364 -0.8898 0.8868  0.09
H 2.1985 -0.1941 -0.4092  0.01
H 1.6121 -1.7573 0.1897  0.03
H 0.7451 -1.8975 3.1403  0.05
H -0.8504 -1.3553 2.5986  0.04
H -0.0679 -0.5789 3.9731  0.05
H 3.0072 0.6595 3.0665  0.06
H 1.8612 1.9591 3.3761  0.04
H 2.7460 1.8972 1.8526  0.04
H -2.0479 2.8386 -0.2071  0.08
H -3.3548 4.5050 0.9728  0.12
H -3.1415 4.7741 3.4271  0.12
H -1.5969 3.2858 4.6755  0.12
H -0.2821 1.6241 3.5105  0.07
C -2.5622 -2.4102 -1.5734  -0.18
S -1.0869 -2.2984 -0.5792  1.10
O -0.2903 -1.1694 -1.3854  -0.62
C -0.2111 -3.7693 -0.9481  -0.42
C 0.1393 -4.5545 0.1475  -0.07
C 0.8114 -5.7429 -0.0793  -0.03
C 1.1380 -6.1142 -1.3783  -0.01
C 0.7949 -5.3062 -2.4613  -0.03
C 0.1086 -4.1255 -2.2542  -0.05
H -2.3033 -2.6443 -2.6032  0.08
H -3.0722 -1.4508 -1.4888  0.07
H -3.1796 -3.2020 -1.1487  0.09
H -0.1219 -4.2485 1.1540  0.12
H 1.0824 -6.3762 0.7541  0.13
H 1.6669 -7.0414 -1.5538  0.13
H 1.0620 -5.6048 -3.4657  0.13
H -0.1524 -3.4894 -3.0908  0.12

Arrangement 2

Density functional theory data (wB97M-V/def2-TZVPD) for a structure of composition C20H27NO6SSiW.

molar mass: 621.43 g/mol
total charge: +2
HOMO level (alpha / beta): -0.52094 / -0.52003 hartree

Last column: Löwdin charge in e.
CARTESIAN COORDINATES (ANGSTROEM)
W 0.0094 -0.0197 1.4913  1.62
O 0.4709 -1.5440 5.4287  0.25
C 0.2129 -0.8712 4.3589  -0.42
O 0.6015 -1.1981 3.2290  -0.01
C -0.6862 0.3210 4.5488  -0.03
O -0.7365 1.0551 3.3242  -0.25
C -0.0567 2.3497 3.3659  -0.02
C 1.3883 2.1189 2.9487  -0.53
O 2.3393 2.6425 3.4269  0.20
O 1.4593 1.1999 1.9599  -0.23
H 1.0109 -2.3362 5.2490  0.18
H -0.3498 0.9369 5.3825  0.17
H -1.6871 -0.0563 4.7784  0.16
H -0.1388 2.7843 4.3584  0.15
H -0.5750 2.9807 2.6446  0.15
C -3.8534 -1.1965 -0.8642  -0.15
Si -2.5891 -1.0382 0.4790  0.48
C -3.4731 -0.6731 2.0824  -0.16
C -1.4118 -2.4871 0.6802  -0.15
N -1.3290 0.2854 0.2033  -0.23
C -1.0831 1.1258 -0.9325  -0.31
C -0.2705 2.2467 -0.7812  -0.05
C 0.0380 3.0355 -1.8803  -0.06
C -0.4766 2.7191 -3.1270  -0.06
C -1.2982 1.6085 -3.2721  -0.04
C -1.6060 0.8075 -2.1829  -0.02
H -4.6405 -1.8370 -0.4575  0.05
H -3.5034 -1.6552 -1.7872  0.04
H -4.3048 -0.2305 -1.0936  0.06
H -4.4737 -1.1078 2.0754  0.05
H -3.5865 0.3989 2.2574  0.05
H -2.9487 -1.1033 2.9406  0.02
H -1.9431 -3.3009 1.1794  0.06
H -0.4712 -2.3812 1.2504  0.01
H -1.0669 -2.8168 -0.3018  0.06
H 0.0904 2.5418 0.1993  0.09
H 0.6580 3.9129 -1.7535  0.12
H -0.2566 3.3435 -3.9819  0.12
H -1.7102 1.3634 -4.2416  0.12
H -2.2254 -0.0610 -2.3263  0.08
C 3.8700 -1.2148 0.0271  -0.18
S 2.5469 -0.1269 -0.4495  1.08
O 1.3129 -0.8821 0.2121  -0.64
C 2.3494 -0.4544 -2.1601  -0.41
C 2.5977 0.6143 -3.0126  -0.08
C 2.4909 0.4116 -4.3825  -0.04
C 2.1218 -0.8331 -4.8660  -0.03
C 1.8585 -1.8899 -3.9967  -0.04
C 1.9767 -1.7108 -2.6324  -0.06
H 3.6540 -2.2295 -0.3000  0.07
H 3.9691 -1.1509 1.1087  0.07
H 4.7734 -0.8372 -0.4525  0.09
H 2.8709 1.5833 -2.6151  0.12
H 2.6921 1.2245 -5.0661  0.12
H 2.0378 -0.9888 -5.9333  0.12
H 1.5719 -2.8541 -4.3932  0.12
H 1.7790 -2.5249 -1.9470  0.12

It is arrangement 2 that is most stable; the runner-up trails by 0.0327 hartree.

Arrangement 1

Density functional theory data (wB97M-V/def2-TZVPD) for a cluster of 2 separate species, C5H11N3O in total.

molar mass: 129.16 g/mol
total charge: 0
HOMO level: -0.28826 hartree

Last column: Löwdin charge in e.
CARTESIAN COORDINATES (ANGSTROEM)
C 1.5899 -0.9234 -0.9422  -0.26
C -1.5948 0.3788 -1.1199  -0.16
C -1.2961 1.2989 0.1140  -0.16
C -1.7612 -1.0402 -0.5011  -0.08
C -0.7374 0.3294 1.1005  -0.07
N -1.1523 -0.8662 0.8728  -0.31
N 2.4124 -0.2828 -1.7706  0.03
N 2.2516 -1.5594 0.0535  0.03
O -1.0570 -1.7730 1.7043  -0.08
H -2.3896 0.5926 -1.7118  0.06
H -0.5947 0.3883 -1.6421  0.09
H -0.7794 2.1350 -0.4005  0.10
H -2.2312 1.8162 0.4931  0.12
H -2.7937 -1.3466 -0.3157  0.12
H -1.2513 -1.7536 -1.1209  0.10
H -0.1558 0.5437 1.9524  0.12
H 2.0131 0.3983 -2.4136  0.09
H 3.4008 -0.2973 -1.5697  0.08
H 1.6477 -2.2365 0.5016  0.07
H 3.2687 -1.7909 -0.0507  0.10

Arrangement 2

Density functional theory data (wB97M-V/def2-TZVPD) for a structure of composition C5H11N3O.

molar mass: 129.16 g/mol
total charge: 0
HOMO level: -0.28334 hartree

Last column: Löwdin charge in e.
CARTESIAN COORDINATES (ANGSTROEM)
C -0.2928 -1.8904 -0.9938  -0.10
C -1.1644 -0.7516 2.0685  -0.05
C -0.6250 0.0049 0.9452  -0.04
C -0.2523 1.0874 0.3525  -0.23
C 0.8432 0.4983 -0.7845  -0.57
N -0.6148 2.3949 0.2296  0.12
N 2.1396 0.7470 -0.2806  0.10
O 0.4462 -1.0481 -0.1076  -0.19
N 0.5487 0.7220 -2.0363  0.06
H -1.5472 2.6296 0.5386  0.10
H -0.3939 2.7476 -0.6987  0.10
H 2.8543 0.3647 -0.8874  0.09
H 2.2470 0.3857 0.6612  0.08
H 1.2574 1.3195 -2.4546  0.03
H -0.8382 -2.6211 -0.3911  0.08
H -1.0118 -1.3482 -1.6120  0.08
H 0.3785 -2.4070 -1.6794  0.09
H -2.0155 -0.2113 2.4975  0.09
H -0.4180 -0.8872 2.8567  0.09
H -1.5407 -1.7365 1.7760  0.08

It is arrangement 1 that is most stable; the runner-up trails by 0.0192 hartree.